# 1
C3H5N4O2 | wB97M-V/def2-TZVPD

CARTESIAN COORDINATES (ANGSTROEM)
C: -1.157 1.320 -0.570
C: -2.461 -0.806 -0.203
C: 2.514 -1.159 0.797
N: -0.636 0.112 -0.210
N: -2.414 1.435 -0.737
N: -3.058 0.245 -0.537
N: 0.710 0.062 -0.034
O: 1.421 0.979 -0.272
O: 1.130 -1.067 0.463
H: -0.542 2.203 -0.690
H: 3.033 -0.219 0.598
H: 2.958 -1.964 0.212
H: 2.576 -1.408 1.859
H: -4.076 0.266 -0.675

Summary:
**Lowest unoccupied orbital energy (alpha / beta)**: -5.93 / -9.24 eV
**HOMO level (alpha / beta)**: -11.9868 / -15.5254 eV
**Total charge**: +1
**ΔE to the lowest compared entry with this formula, charge and spin**: 219.88 kJ/mol
**Frontier orbital gap (alpha / beta)**: 0.2225 / 0.2312 hartree
**2S+1**: 3
**DFT total energy**: -486.14648 Eh

These are the natural (NBO) partial charges, in e, on atoms 1 to 5: atom 1 (C): 0.118, atom 2 (C): 0.576, atom 3 (C): -0.290, atom 4 (N): -0.094, atom 5 (N): -0.037


# 2
C5H11NO | wB97M-V/def2-TZVPD

CARTESIAN COORDINATES (ANGSTROEM)
C: -2.113 0.410 -0.921
C: -1.444 -0.395 0.208
N: -0.005 -0.147 0.367
C: 0.518 0.254 1.661
C: 0.789 -0.370 -0.724
C: 2.286 -0.119 -0.607
O: 0.310 -0.755 -1.782
H: -3.101 0.773 -0.620
H: -2.224 -0.194 -1.824
H: -1.501 1.274 -1.190
H: -1.604 -1.466 0.031
H: -1.915 -0.156 1.168
H: 0.207 -0.436 2.456
H: 1.607 0.244 1.637
H: 0.202 1.268 1.938
H: 2.709 -0.340 -1.587
H: 2.763 -0.766 0.136
H: 2.515 0.921 -0.347

Summary:
**Lowest unoccupied orbital energy**: 0.88 eV
**SMILES**: CCN(C)C(C)=O
**HOMO level**: -9.1611 eV
**Total charge**: 0
**ΔE to the lowest compared entry with this formula, charge and spin**: 48.67 kJ/mol
**Frontier orbital gap**: 0.3689 hartree
**DFT total energy**: -327.11281 Eh

These are the natural (NBO) partial charges, in e, on atoms 1 to 5: atom 1 (C): -0.617, atom 2 (C): -0.210, atom 3 (N): -0.442, atom 4 (C): -0.403, atom 5 (C): 0.679


# 3
C32H61BN6O10P2Sr | wB97M-V/def2-TZVPD

CARTESIAN COORDINATES (ANGSTROEM)
Sr: -1.258 0.592 -0.421
C: -1.995 -2.129 1.935
O: -1.821 -0.728 1.745
C: -2.789 0.077 2.404
C: -2.197 1.459 2.632
O: -1.518 1.878 1.426
C: -1.000 3.235 1.405
C: -0.084 3.559 2.574
O: 0.789 2.541 2.947
C: 1.827 2.275 2.017
H: -2.970 -2.445 1.553
H: -1.914 -2.371 2.995
H: -1.206 -2.633 1.385
H: -3.048 -0.337 3.384
H: -3.701 0.122 1.802
H: -1.471 1.426 3.438
H: -2.996 2.164 2.873
H: -1.832 3.944 1.399
H: -0.482 3.335 0.449
H: -0.678 3.768 3.465
H: 0.443 4.486 2.308
H: 2.423 3.177 1.840
H: 1.460 1.903 1.062
H: 2.454 1.492 2.437
C: 4.423 -1.968 -1.743
C: 3.612 -0.719 -1.671
C: 3.968 0.451 -2.278
C: 2.975 1.372 -1.926
N: 2.036 0.792 -1.183
N: 2.440 -0.537 -1.016
B: 1.451 -1.409 -0.122
N: 1.985 -1.995 1.268
N: 1.400 -1.385 2.379
C: 1.932 -1.957 3.447
C: 2.868 -2.930 3.078
C: 2.872 -2.939 1.714
C: 3.712 -3.916 0.948
C: 1.585 -1.551 4.869
C: 0.333 -0.696 4.909
C: 1.362 -2.808 5.714
C: 2.758 -0.758 5.461
N: 0.545 -2.414 -0.999
N: -0.697 -1.900 -1.330
C: -1.317 -2.828 -2.047
C: -0.509 -3.954 -2.197
C: 0.659 -3.650 -1.533
C: 1.854 -4.527 -1.420
C: -2.713 -2.590 -2.589
C: -3.104 -3.739 -3.513
C: -3.719 -2.536 -1.433
C: -2.752 -1.289 -3.399
C: 2.961 2.833 -2.329
C: 4.374 3.404 -2.190
C: 2.510 2.948 -3.790
C: 2.031 3.640 -1.447
H: 5.208 -1.816 -2.483
H: 3.856 -2.844 -2.060
H: 4.916 -2.184 -0.797
H: 4.857 0.612 -2.868
H: 0.695 -0.600 0.210
H: 3.468 -3.568 3.711
H: 4.621 -4.089 1.525
H: 4.019 -3.594 -0.034
H: 3.211 -4.878 0.836
H: -0.535 -1.251 4.545
H: 0.446 0.185 4.291
H: 0.141 -0.384 5.942
H: 0.576 -3.437 5.288
H: 1.065 -2.529 6.730
H: 2.268 -3.416 5.788
H: 2.920 0.170 4.906
H: 3.684 -1.338 5.425
H: 2.558 -0.497 6.505
H: -0.716 -4.866 -2.737
H: 2.055 -4.995 -2.386
H: 1.697 -5.322 -0.689
H: 2.742 -3.991 -1.129
H: -3.134 -4.695 -2.984
H: -2.407 -3.836 -4.349
H: -4.101 -3.553 -3.924
H: -3.693 -3.466 -0.858
H: -4.735 -2.408 -1.823
H: -3.526 -1.713 -0.745
H: -2.077 -1.349 -4.256
H: -2.462 -0.412 -2.826
H: -3.765 -1.104 -3.772
H: 5.075 2.935 -2.887
H: 4.762 3.256 -1.178
H: 4.360 4.477 -2.403
H: 3.167 2.374 -4.447
H: 2.530 3.993 -4.114
H: 1.491 2.576 -3.919
H: 2.360 3.624 -0.406
H: 1.027 3.243 -1.489
H: 2.018 4.682 -1.780
C: -4.673 4.217 -2.229
C: -3.886 2.908 -2.296
O: -4.353 2.115 -3.402
P: -4.324 1.812 -0.895
O: -4.353 2.684 0.427
O: -5.865 1.507 -1.113
O: -3.472 0.592 -0.704
P: -2.063 3.224 -2.598
O: -1.730 4.438 -1.610
O: -1.980 3.663 -4.010
O: -1.345 1.982 -2.079
H: -5.745 4.015 -2.214
H: -4.443 4.790 -3.128
H: -4.388 4.830 -1.373
H: -3.797 2.338 -4.164
H: -4.972 3.418 0.393
H: -6.039 1.030 -1.929
H: -1.487 5.211 -2.123

Summary:
**Lowest unoccupied orbital energy**: -0.06 eV
**HOMO level**: -8.1255 eV
**Total charge**: 0
**ΔE to the lowest compared entry with this formula, charge and spin**: 184.60 kJ/mol
**Frontier orbital gap**: 0.2965 hartree
**DFT total energy**: -3075.54067 Eh

These are the Löwdin partial charges, in e, on atoms 1 to 5: atom 1 (Sr): 1.548, atom 2 (C): -0.063, atom 3 (O): -0.288, atom 4 (C): -0.187, atom 5 (C): -0.133


# 4
C48H70Cl5Ge2N4O3P2Pb | wB97M-V/def2-TZVPD

CARTESIAN COORDINATES (ANGSTROEM)
Pb: -0.209 -2.143 0.614
C: -1.079 -0.236 5.010
N: 0.217 0.407 5.182
C: 0.836 0.232 6.490
C: 0.842 0.908 4.137
O: 0.250 0.993 3.012
C: 2.252 1.486 4.239
O: 3.035 1.013 3.161
C: 4.085 0.125 3.485
C: 3.664 -1.053 4.360
O: 2.479 -1.257 4.588
N: 4.671 -1.756 4.908
C: 6.060 -1.608 4.504
C: 4.415 -2.714 5.975
H: -1.766 0.110 5.780
H: -0.960 -1.320 5.084
H: -1.480 0.002 4.032
H: 1.390 1.119 6.787
H: 1.500 -0.631 6.473
H: 0.054 0.059 7.224
H: 2.749 1.289 5.185
H: 2.140 2.565 4.099
H: 4.882 0.669 4.006
H: 4.465 -0.220 2.522
H: 6.537 -0.739 4.965
H: 6.148 -1.528 3.420
H: 6.603 -2.495 4.819
H: 3.349 -2.737 6.176
H: 4.959 -2.412 6.873
H: 4.736 -3.715 5.686
C: -3.991 0.134 -2.225
C: -2.777 -0.604 -1.668
Ge: -2.277 -0.277 0.259
C: -4.055 0.127 1.177
C: -3.971 0.549 2.640
C: -2.017 1.718 0.178
C: -1.432 2.718 0.850
Ge: 0.223 2.767 1.948
C: 1.989 2.812 1.007
C: 2.367 4.207 0.510
C: 0.143 3.870 3.639
C: -0.655 5.172 3.576
C: -1.986 4.090 0.750
C: -1.176 5.207 0.553
C: -1.719 6.479 0.490
C: -3.086 6.662 0.634
C: -3.907 5.558 0.821
C: -3.363 4.285 0.876
H: -4.199 -0.166 -3.254
H: -3.832 1.215 -2.226
H: -4.878 -0.078 -1.627
H: -1.895 -0.343 -2.254
H: -2.914 -1.678 -1.805
H: -4.725 -0.725 1.085
H: -4.495 0.935 0.589
H: -3.823 -0.319 3.284
H: -4.895 1.036 2.957
H: -3.152 1.255 2.809
H: -2.839 2.102 -0.432
H: 1.911 2.113 0.173
H: 2.744 2.433 1.690
H: 1.710 4.534 -0.296
H: 3.384 4.200 0.117
H: 2.328 4.945 1.313
H: 1.171 4.097 3.929
H: -0.288 3.217 4.402
H: -0.207 5.878 2.880
H: -0.671 5.638 4.562
H: -1.683 5.000 3.262
H: -0.105 5.076 0.430
H: -1.073 7.333 0.333
H: -3.504 7.659 0.597
H: -4.974 5.693 0.933
H: -4.006 3.429 1.037
C: -0.330 2.348 -2.452
P: 0.863 0.944 -2.493
C: -0.078 -0.121 -3.692
N: -0.709 0.528 -4.637
C: -1.388 -0.156 -5.582
C: -1.996 0.526 -6.657
C: -2.605 -0.194 -7.646
C: -2.661 -1.602 -7.584
C: -2.120 -2.284 -6.530
C: -1.458 -1.568 -5.511
N: -0.900 -2.218 -4.466
C: -0.194 -1.548 -3.592
P: 0.410 -2.535 -2.145
C: 2.214 -2.183 -2.121
C: 0.382 -4.336 -2.733
C: -1.081 -4.785 -2.628
C: 1.278 -5.117 -1.775
C: 0.896 -4.557 -4.160
C: 2.228 1.659 -3.629
C: 1.802 2.022 -5.050
C: 2.745 2.920 -2.929
C: 3.346 0.617 -3.696
H: -0.485 2.785 -3.434
H: 0.027 3.101 -1.748
H: -1.278 1.965 -2.076
H: -1.933 1.606 -6.683
H: -3.047 0.311 -8.494
H: -3.143 -2.144 -8.386
H: -2.178 -3.362 -6.455
H: 2.663 -2.389 -3.092
H: 2.670 -2.818 -1.362
H: 2.374 -1.141 -1.858
H: -1.441 -4.728 -1.599
H: -1.191 -5.815 -2.973
H: -1.705 -4.148 -3.251
H: 1.067 -6.185 -1.858
H: 2.331 -4.970 -2.016
H: 1.115 -4.825 -0.741
H: 0.196 -4.173 -4.892
H: 1.013 -5.631 -4.319
H: 1.867 -4.087 -4.326
H: 0.914 2.650 -5.060
H: 1.601 1.135 -5.647
H: 2.616 2.575 -5.528
H: 1.995 3.711 -2.947
H: 3.632 3.290 -3.446
H: 3.017 2.715 -1.890
H: 2.985 -0.310 -4.145
H: 3.745 0.396 -2.703
H: 4.168 0.989 -4.311
Cl: -3.888 -3.125 0.334
C: -2.856 -4.408 0.821
C: -1.485 -4.188 0.986
C: -0.766 -5.315 1.385
Cl: 0.918 -5.155 1.739
C: -1.319 -6.583 1.553
Cl: -0.338 -7.942 1.943
C: -2.688 -6.747 1.385
Cl: -3.411 -8.291 1.588
C: -3.465 -5.647 1.041
Cl: -5.167 -5.829 0.875

Summary:
**Lowest unoccupied orbital energy**: -2.36 eV
**HOMO level**: -9.2877 eV
**Total charge**: +1
**ΔE to the lowest compared entry with this formula, charge and spin**: 122.78 kJ/mol
**Frontier orbital gap**: 0.2545 hartree
**DFT total energy**: -9645.88872 Eh

These are the Löwdin partial charges, in e, on atoms 1 to 5: atom 1 (Pb): 0.831, atom 2 (C): 0.013, atom 3 (N): -0.094, atom 4 (C): -0.006, atom 5 (C): -0.374